16
Properties=species:S:1:pos:R:3:forces:R:3 method="wB97M-V/def2-TZVPD" total_energy_ha=-325.787943 orbital_gap_ev=9.44 e_above_lowest_kj_mol=392.8 lumo_energy_ev=0.66
O 1.014147 0.927435 -2.176026 0.0 -0.2 -0.3
H -1.230190 1.206896 -2.064651 0.2 0.0 0.1
H 0.791544 0.004896 -1.472187 0.1 0.2 -0.2
C -1.135758 0.231960 1.815391 -0.8 0.2 0.5
H 1.600063 -1.521810 0.795052 -0.1 0.0 0.1
C 0.689471 -1.368810 1.381614 0.0 -0.1 0.0
H 0.736035 0.762594 1.102851 -0.1 -0.1 0.0
C -0.377550 -0.089151 -0.523598 -0.3 0.1 0.1
H 0.947496 -1.354398 2.444547 0.0 0.0 -0.1
H -1.062143 -0.894380 -0.793781 0.1 0.1 0.0
C -0.510975 1.129739 -1.250869 -0.2 -0.1 0.2
N -2.055267 0.459263 2.481442 0.9 -0.2 -0.6
H 0.827338 0.696322 -3.104069 0.1 0.1 0.2
C 0.023931 -0.058370 0.942911 0.1 0.0 0.0
H -0.277481 2.083741 -0.781622 0.0 -0.2 -0.1
H 0.019338 -2.215927 1.202994 0.1 0.1 0.0

***

66
Properties=species:S:1:pos:R:3:forces:R:3 method="wB97M-V/def2-TZVPD" total_charge=+1 spin_multiplicity=2 total_energy_ha=-4665.813895 orbital_gap_ev="8.23 / 1.80" e_above_lowest_kj_mol=73.8 lumo_energy_ev="-4.33 / -10.77" s2=0.756
H 2.586286 0.940157 1.933818 -0.1 0.2 -0.1
H 3.113251 -3.694506 -1.545395 -0.2 -0.2 -0.3
O -2.621769 3.189637 -4.879079 1.9 -1.5 2.8
H -1.649509 -1.431386 0.316787 0.3 -1.1 0.0
H 4.139482 -0.793435 1.566426 -0.3 0.0 -0.2
H 1.366736 2.109411 5.133789 -0.7 -1.3 1.2
S 0.851333 4.147032 2.705045 -2.4 0.1 -2.2
O 1.397165 -6.566229 -1.931460 0.4 0.6 1.8
C -4.433375 -0.909261 -2.010268 -0.3 4.0 -1.8
H -3.208080 4.631497 -2.010026 -0.1 0.4 0.7
C -1.150807 4.027274 -1.792591 0.2 -1.5 2.5
H 0.316143 0.736954 -0.028825 0.1 0.5 0.2
H -0.603130 3.270041 -1.231573 -0.1 0.1 1.1
H -0.583919 4.735623 5.301036 0.9 0.4 0.1
O -1.427910 1.178304 -3.849478 -1.4 4.0 1.0
H -0.852796 4.990112 -1.377577 0.3 0.3 -1.1
O -3.051466 -3.455520 0.104022 -0.9 0.9 -0.8
O 2.738439 -5.237085 -0.271821 -0.1 -2.7 -0.4
H -2.582673 -0.855758 -3.205686 -0.7 0.6 -0.5
H -3.883086 -1.903434 -3.860674 0.1 -0.5 0.1
O -4.540097 -4.166880 -1.750277 0.4 1.6 0.9
S 3.436610 0.245251 -1.211481 0.8 0.0 1.7
H 1.437625 -3.957081 -0.909261 -0.2 0.7 -0.8
H -5.284979 -0.552218 -2.589396 -0.9 -1.0 0.3
H -0.992688 3.100241 5.425538 0.0 -0.4 -0.1
O 4.817061 0.080626 -0.195780 -1.1 -0.5 -2.2
H -2.837393 3.607340 -0.519774 -0.3 -0.2 -0.3
O 2.827411 1.310050 -0.099210 -0.9 -0.4 -1.7
O -2.779561 -2.390975 -2.131722 0.7 -3.3 1.8
S 1.923714 -6.715707 -0.304382 -0.1 -0.1 1.1
C -2.638516 3.811974 -1.571757 0.4 0.9 -1.4
C 2.316181 -4.415367 -1.363361 -1.1 -0.5 0.4
S -3.807656 -3.129309 -1.070035 0.8 0.1 -1.6
H -1.380026 0.827370 -0.474951 -0.3 -0.5 0.2
C 4.443604 0.176865 1.173824 0.6 -0.4 0.0
O -0.788156 3.645615 -3.067245 -1.4 -0.8 -3.2
H 3.743243 2.243001 1.395757 0.1 -0.1 0.4
O 2.820514 -7.854158 -0.158948 -1.2 2.3 -1.0
H 5.339189 0.447821 1.732928 0.0 0.2 -0.2
O -0.537510 3.668726 3.549807 1.8 0.9 -2.2
H 2.818261 -5.613731 -3.105343 0.2 -0.3 0.2
H 0.041794 -1.718464 -0.334768 0.1 0.3 0.4
S -0.578360 -0.081787 2.790559 -0.8 -1.7 -0.7
O -0.148012 -1.354640 1.772979 -0.2 1.6 1.1
C 1.919963 -5.353167 -2.545645 1.5 0.2 0.9
C -0.683317 0.400030 0.246226 2.0 -1.0 -0.5
O 0.903236 3.541264 1.384883 0.0 0.7 3.5
O -1.718806 -0.451072 3.672076 3.4 1.4 -2.6
C 3.363282 1.235142 1.228576 0.0 0.0 -0.5
H -4.087503 0.066178 -1.668239 0.5 0.0 0.5
O 0.640913 0.480162 3.443733 -2.2 -0.7 -1.2
S -1.959097 2.568488 -3.719835 -0.1 0.1 -1.4
C 1.207202 3.186738 5.089086 -2.2 1.9 -0.8
H 1.290108 -4.868004 -3.291308 -0.8 -0.4 0.6
C -3.428876 -1.496335 -2.957302 0.5 0.5 -0.4
O 2.592012 -0.973538 -1.165832 2.1 2.8 -0.4
C -0.287523 3.758905 4.918583 0.7 -1.6 1.0
O -4.649984 -1.703628 -0.918837 -0.2 -2.9 1.4
O -2.971201 2.731704 -2.433376 0.7 -1.9 -0.7
C -0.591465 -1.174022 0.365718 -2.1 2.3 1.4
O 1.101724 5.561491 2.847520 0.0 -2.3 0.7
O 1.764126 3.265304 3.849375 1.3 1.2 -1.8
O 0.856021 -6.639278 0.699962 1.6 0.3 -2.7
H 1.836013 3.711868 5.808069 0.3 -0.1 0.4
O 3.813319 0.927831 -2.455252 -1.1 -1.9 3.2
O -1.022714 0.899944 1.551644 0.0 -0.6 1.7

***

23
Properties=species:S:1:pos:R:3:forces:R:3 method="wB97M-V/def2-TZVPD" smiles="NNC(N)(N)N.C=NC" total_energy_ha=-451.137083 orbital_gap_ev=8.59 e_above_lowest_kj_mol=146.2 lumo_energy_ev=0.74
H 3.297247 -0.354545 0.710623 -0.2 -0.1 0.1
H 0.291239 -2.252289 0.955206 -0.1 0.0 0.0
N 1.380470 0.123718 0.551518 -0.2 0.3 -3.0
H -1.717911 0.632059 1.116386 0.1 0.1 0.1
N 0.352402 -0.266652 2.640697 0.5 -0.2 0.0
H 1.117670 0.090174 -0.616222 1.1 -0.1 4.4
C -1.837235 1.047016 -2.082160 0.1 0.7 0.7
N 2.417825 -0.852993 0.832485 0.1 -0.1 -0.4
H -1.363947 1.913017 -2.567631 0.0 -0.2 -0.1
N -0.943477 -0.025889 -1.757436 2.2 -0.7 -1.5
N -0.430838 -1.545839 0.860586 0.1 -0.1 0.1
H -0.413091 1.677429 0.875775 -0.2 -0.1 0.2
H 2.358408 -1.070268 1.829318 -0.2 0.2 -0.2
H -0.425809 -0.693909 3.121169 -0.1 0.1 -0.1
H 0.555197 0.656072 3.000733 -0.1 0.0 0.0
H 0.753314 -0.939915 -2.404242 0.6 -0.1 1.0
H -2.635143 0.649148 -2.710036 0.1 0.0 -0.1
C 0.140855 -0.254645 1.205661 -1.0 0.4 -0.3
H 0.631964 0.834268 -2.827144 0.1 0.3 0.5
H -0.727869 -1.526784 -0.111525 0.0 0.1 0.1
H -2.293368 1.389274 -1.150513 -0.1 0.0 -0.2
C 0.292402 0.015999 -2.179101 -3.4 -0.2 -1.7
N -0.800304 0.755553 0.705852 0.4 -0.1 0.4

***

131
Properties=species:S:1:pos:R:3:forces:R:3 method="wB97M-V/def2-TZVPD" total_charge=+2 spin_multiplicity=2 total_energy_ha=-3288.074402 orbital_gap_ev="5.18 / 5.48" e_above_lowest_kj_mol=0.0 lumo_energy_ev="-5.84 / -5.89" s2=0.773
H 3.208986 -3.899749 -0.159256 0.0 0.0 -0.1
H 3.096288 -2.239331 3.929907 0.0 0.0 -0.1
H 7.199622 -2.862299 0.443066 0.0 0.0 0.0
H -0.103618 5.120289 2.658448 0.0 0.0 0.0
O 8.074371 -2.840542 -1.911501 0.1 0.0 0.1
H -4.666324 -6.370918 -4.665689 0.0 0.0 0.1
C -6.767066 2.696634 1.726887 -0.1 0.1 0.1
C 1.009364 5.428060 -4.982726 0.0 -0.3 0.2
O 1.215886 6.263389 -6.007360 0.0 0.2 0.0
C -9.782773 2.481037 -0.290173 -0.1 0.0 -0.1
C -2.764083 -6.265786 -2.782361 0.1 0.4 0.1
N 1.733409 0.119717 2.050874 0.1 0.0 0.4
H -2.480860 -2.899129 -2.641542 -0.1 0.0 0.0
H -1.303486 -5.835751 0.243596 0.0 0.0 0.0
N -0.999806 -0.723332 2.709022 0.2 0.0 -0.1
C -1.139670 -2.037687 2.909808 0.1 -0.2 0.0
C -0.010153 3.049701 2.126679 0.2 0.2 -0.1
C 1.154907 4.042082 -5.048577 0.1 0.1 -0.2
H 0.940251 5.124844 -7.728222 0.0 0.0 0.0
C -5.726063 1.400993 -0.481423 0.1 0.1 0.1
H 5.814600 0.143622 3.131125 0.0 0.0 -0.1
H 0.693062 3.182483 1.313817 0.0 0.0 0.0
H -1.812810 4.700991 4.442784 0.0 0.0 0.0
Re -0.002811 0.046038 0.920450 -1.8 1.8 -2.1
C 8.495211 -2.794846 -3.267349 0.0 0.0 -0.1
C -0.461107 4.123439 2.870627 -0.1 -0.1 0.0
C 0.433234 5.240743 -2.648408 0.2 -0.1 0.1
H -5.319478 0.906952 -1.355601 0.0 0.0 0.0
O -3.203287 -7.302791 -3.506329 0.0 -0.2 0.0
H -10.768295 2.740654 0.083268 0.0 0.0 0.0
O -8.871166 2.828718 0.741190 -0.1 0.0 0.1
H 4.856734 -2.071338 3.848233 0.0 0.0 -0.1
H 0.198589 5.730909 -1.712856 0.0 0.0 0.0
H 2.604812 5.148832 -7.084261 0.0 0.0 0.0
H -4.078721 -3.276601 -0.050801 0.0 0.0 -0.1
H 3.105839 3.119154 -2.255224 0.0 0.0 0.0
H -3.103027 -6.652121 -5.480045 0.0 0.0 0.0
H -0.656713 -2.686778 2.192760 0.0 0.0 0.0
C -2.529538 2.183561 0.237151 -0.2 0.1 0.0
H 4.568384 1.035835 -1.483148 0.0 -0.1 0.0
C 3.513857 1.183401 -1.332708 -0.1 0.1 0.0
N 3.804633 -0.376627 3.263357 0.1 -0.1 -0.1
H 6.074730 -0.612065 5.602623 0.0 0.0 0.0
H 1.924641 6.595896 -7.859515 0.0 0.0 0.0
H -1.941658 -3.637029 4.071662 0.0 0.0 0.0
C 1.427419 2.017973 -1.275385 -0.1 0.6 -0.2
H 7.896848 -3.464523 -3.889110 0.0 0.0 0.0
C -4.219657 -1.151537 0.465190 0.1 0.0 0.0
H -2.674180 0.360082 5.408467 0.0 0.0 0.0
C 2.034557 -2.013050 0.021225 0.3 0.1 -0.4
C -2.868005 3.523649 -0.162761 0.0 -0.2 0.2
C -7.052441 1.796494 -0.485719 -0.2 0.1 0.0
C 2.965768 -1.051504 -0.363820 -0.2 -0.1 0.0
N -1.243250 1.905449 -0.108132 0.7 -1.5 0.3
C 5.896670 -1.984327 -2.546173 0.1 0.0 -0.1
C 5.113220 -0.131190 5.804378 -0.2 0.1 0.0
C -1.853524 -2.565508 3.967201 0.0 0.1 0.0
N 0.683763 -1.763387 0.162318 -0.4 1.2 1.0
N 1.368118 0.840978 -0.576770 -0.4 -0.8 0.6
H 1.428391 3.558103 -5.975245 0.0 0.0 0.0
N -0.427574 1.804609 2.340824 0.1 -1.0 0.0
H -2.126264 -7.606854 -1.250947 0.0 0.0 0.0
H 8.442507 -1.779068 -3.666026 0.0 0.0 0.0
H -3.261426 -4.662505 -4.141515 0.0 0.0 0.0
H 5.124775 0.198162 6.842936 0.0 0.0 0.0
H -7.195314 3.198014 2.584716 0.0 0.0 0.0
C -2.417992 -3.932743 -2.324459 0.2 0.0 0.2
C 4.657870 -1.538325 -2.117840 0.0 0.0 0.3
H -2.498393 2.380348 4.913012 0.0 0.0 0.0
H -1.732930 4.952771 -1.342789 0.0 -0.1 -0.1
C 1.697821 5.738002 -7.234964 0.0 -0.1 -0.1
C 3.983058 -1.141675 5.588712 0.2 0.1 -0.1
H 9.528078 -3.127761 -3.267205 0.0 0.0 0.0
C -1.718943 -5.568604 -0.720639 -0.1 0.1 0.1
C -1.397055 3.885816 3.866351 0.0 0.0 0.0
C -2.857237 -4.930317 -3.175558 -0.1 -0.1 -0.1
C -0.801705 2.965156 -0.832126 0.0 -0.1 -0.1
C 4.875812 0.620710 3.422528 0.1 0.4 0.1
H 4.960917 -2.101170 1.198950 0.0 0.0 0.0
N -1.970600 -0.722962 0.242739 1.1 -0.1 0.0
H 3.025968 -0.696112 5.874476 0.0 0.0 0.0
H -3.817136 3.996749 0.028176 0.0 0.0 -0.1
H -4.175959 -8.018328 -5.107598 0.0 0.0 0.0
C -4.902142 1.645246 0.615183 -0.2 -0.1 0.0
H 4.691619 1.456304 2.748668 0.0 -0.1 -0.1
C 2.770560 2.243020 -1.728597 0.0 -0.1 0.0
C 0.409279 2.951705 -1.535088 0.2 -0.2 0.2
C 1.019995 -4.003783 -0.186780 0.1 0.1 0.0
H -5.258994 -0.978704 0.682459 0.0 0.0 0.0
C -2.263447 -0.331169 4.688323 0.0 0.0 0.0
C -1.267609 1.553099 3.353428 0.0 0.3 0.0
C 0.631965 6.012800 -3.769221 0.0 0.1 -0.1
C -3.626481 -2.308824 0.086939 0.0 0.1 0.0
H -9.585358 3.045758 -1.204259 0.0 0.0 0.0
H 1.047144 2.200882 -3.990349 0.0 0.0 0.0
C -5.441650 2.314680 1.711691 0.1 -0.1 0.0
H 4.021446 1.608459 5.130102 0.0 0.0 0.0
H -3.007578 -2.064070 5.710123 0.0 0.0 0.0
C 4.942276 1.075255 4.877063 0.1 -0.2 0.0
C -1.811085 3.993196 -0.863450 0.1 0.0 0.1
C -3.478242 1.216892 0.558730 0.1 -0.2 -0.1
C 0.046014 -2.964919 -0.065250 -0.4 -0.3 -0.3
C -1.544745 0.130390 3.594411 -0.1 -0.2 0.1
C 0.956232 3.276204 -3.915513 -0.1 0.1 0.3
C 6.470562 -2.488861 -0.264052 0.1 -0.1 0.1
C 0.605220 3.851771 -2.687648 0.2 0.1 -0.2
H 6.123566 -1.974437 -3.602665 0.0 0.0 0.0
C -2.436428 -1.691732 4.870779 0.0 -0.1 -0.1
C -3.819454 -7.053925 -4.759951 0.0 0.0 -0.1
C 4.309664 -1.544071 -0.767631 0.1 0.1 -0.1
C -7.591954 2.436519 0.630415 0.2 -0.1 0.0
H -9.746675 1.410918 -0.505569 0.0 0.0 0.0
C 2.621255 0.273280 -0.684072 0.1 -0.1 0.0
C -2.226674 -2.035803 -0.038140 -0.1 -0.1 0.0
H 5.775042 1.769117 4.994126 0.0 0.0 0.0
C -1.834365 -4.226236 -1.088057 -0.2 -0.1 -0.2
H 3.936735 -1.191109 -2.846501 0.0 0.0 0.0
H -4.816168 2.518359 2.573638 0.0 0.0 0.0
H 0.522752 7.088546 -3.732488 0.0 0.0 0.0
C 3.928897 -1.563752 4.123812 -0.2 -0.2 0.4
C 2.245076 -3.423994 -0.097123 -0.2 0.0 0.1
H 0.798322 -5.046270 -0.337380 0.0 0.0 -0.1
C 5.225179 -2.063616 0.147533 -0.1 0.2 0.0
C -2.185055 -6.567467 -1.546106 -0.1 -0.2 0.0
C 2.704929 -0.106237 2.640202 -0.1 0.0 -0.1
H -7.661527 1.610704 -1.358999 0.0 0.0 0.0
C -3.194709 -0.149801 0.491855 -0.3 0.3 0.1
C -1.315827 -3.071380 -0.323111 0.4 0.2 0.1
C 6.830196 -2.435159 -1.612931 -0.2 0.0 0.0
H 4.139562 -2.026908 6.205990 0.0 0.0 0.0
C -1.788219 2.584237 4.125775 0.0 0.0 0.0

***

40
Properties=species:S:1:pos:R:3:forces:R:3 method="wB97M-V/def2-TZVPD" total_charge=-1 total_energy_ha=-1766.982451 orbital_gap_ev=7.52 e_above_lowest_kj_mol=0.0 lumo_energy_ev=2.69
H -0.686106 -3.762466 -5.637586 0.0 0.0 0.0
H 4.468112 2.766173 3.404235 0.0 0.0 0.0
C 3.261751 1.612297 2.094216 0.1 0.1 0.2
H 4.019623 1.518203 1.328035 0.0 0.0 0.0
C 0.851480 -2.419855 -4.901878 0.0 0.0 0.0
Pd 0.124709 -0.314293 0.001782 0.3 -0.5 -0.1
O -1.116102 3.240666 -1.822062 0.0 0.0 0.1
H -2.091166 -3.467278 -3.633646 0.0 0.0 0.0
H 0.496822 1.950930 4.749784 0.0 0.0 0.0
Cl -1.194301 3.155652 -0.386199 -0.1 0.3 0.0
N -0.817989 0.022467 1.686736 0.0 -0.1 0.0
C 2.007217 1.001282 1.828558 0.0 -0.3 -0.1
C -2.240599 -0.282145 1.561915 -0.1 0.1 -0.1
H -2.713552 -0.407597 2.540203 0.0 -0.1 0.0
C 1.286527 1.853039 4.011608 0.1 0.0 0.1
O -2.369274 2.379016 -0.014685 0.0 0.0 0.0
O 0.955045 -0.605534 -1.816224 0.0 -0.3 0.2
C -0.757292 -2.112800 -2.643679 0.1 0.1 0.0
H 1.479119 -2.529794 -5.779163 0.0 0.0 0.0
N -1.498165 -1.369904 -0.460474 0.2 0.3 0.0
C -0.331439 0.613872 2.709410 0.1 0.1 -0.1
H 2.697324 2.995032 5.144070 0.0 0.0 0.0
C 1.262722 -1.600869 -3.887090 0.0 0.0 -0.1
C 1.002738 1.138580 2.834062 -0.1 -0.1 0.0
H -2.686793 0.572847 1.048936 0.0 0.0 0.1
O 1.891263 0.331312 0.733418 -0.2 0.4 -0.1
C 3.498805 2.304426 3.252876 0.0 -0.1 -0.1
C 0.490194 -1.405867 -2.704289 -0.2 0.1 0.0
C 2.507502 2.435561 4.238077 -0.1 0.0 0.1
C -2.397198 -1.510860 0.684958 -0.1 -0.1 0.0
H -2.106457 -2.413432 1.232396 0.0 0.0 0.0
H -3.436620 -1.616416 0.362096 0.0 0.0 0.0
O -1.309715 4.477577 0.187242 0.0 -0.2 -0.1
H -0.995134 0.773988 3.561778 0.0 0.0 0.0
C -1.663550 -2.044677 -1.534043 0.0 0.0 0.0
H -2.563636 -2.660208 -1.616778 0.0 0.0 0.0
C -1.142033 -2.946382 -3.714265 0.0 0.0 0.0
H 2.196755 -1.057435 -3.943963 0.0 0.0 0.0
C -0.368206 -3.115880 -4.831116 0.0 0.0 0.0
O -0.012381 2.500773 0.130749 -0.1 0.1 0.0

***

15
Properties=species:S:1:pos:R:3:forces:R:3 method="wB97M-V/def2-TZVPD" total_charge=+1 spin_multiplicity=3 total_energy_ha=-300.160159 orbital_gap_ev="6.48 / 5.77" e_above_lowest_kj_mol=182.4 lumo_energy_ev="-2.77 / -8.53" s2=2.007
C 0.274357 -0.736829 -0.573498 1.5 -3.7 -2.6
H -1.443433 0.654739 2.350141 0.3 -0.2 0.0
H 1.836095 0.975862 0.682559 -0.4 0.6 0.3
N 1.023159 1.027783 1.289568 3.6 1.6 0.8
H -1.544259 -0.080392 -1.266840 0.0 0.0 0.2
H -1.771331 -0.524554 1.093404 0.0 0.5 0.5
H 0.611251 1.044257 -1.545813 0.1 0.0 0.2
C 0.013899 0.287048 0.969015 -0.6 0.0 -3.9
H 0.824128 -1.829356 -0.775852 -1.2 2.4 1.2
H 1.041493 1.658793 2.081872 0.2 -0.7 0.3
N -1.093717 -0.921369 -0.920388 0.6 1.1 0.2
H -1.284517 -1.693099 -1.543350 0.2 -0.5 0.4
N -1.142853 0.148176 1.526076 -3.3 -1.0 1.5
H 1.564778 -0.200330 -2.086192 0.7 -0.3 0.4
N 1.090950 0.189270 -1.280700 -1.6 0.3 0.5